Computed, not measured: 13 unconnected molecules or ions with the total composition C68H72O31 in a non-equilibrium geometry, with the ωB97M-V functional and the def2-TZVPD basis.

XYZ file:
```
171
C68H72O31, DFT the ωB97M-V functional and the def2-TZVPD basis
C -11.99587 -20.09543 14.33611
C -12.32003 -19.04079 15.17593
C -11.34722 -17.96190 15.47573
O -11.44972 -17.10998 16.35157
C -10.13594 -17.99804 14.66617
C -9.80093 -19.02097 13.87468
C -10.71170 -20.20580 13.61182
O -10.39405 -21.13081 12.88220
H -12.76976 -20.82720 14.15719
H -13.28060 -18.95691 15.66243
H -9.38840 -17.24155 14.85407
H -8.87176 -18.93440 13.33104
C -18.16377 -22.05370 15.73564
C -18.05890 -23.06313 14.79635
C -19.11040 -24.02515 14.43146
O -19.18973 -24.89216 13.50335
C -20.27137 -23.87089 15.27132
C -20.41050 -22.84376 16.16468
C -19.38224 -21.88660 16.49686
O -19.53565 -21.07890 17.37191
H -17.33600 -21.37291 15.86877
H -17.15205 -23.00125 14.21308
H -21.14495 -24.48201 15.09881
H -21.27767 -22.74719 16.80116
C -9.86689 -23.71917 26.05759
C -8.65696 -23.32517 25.51933
C -8.62244 -22.05796 24.68583
O -7.63148 -21.46407 24.37357
C -10.01211 -21.65011 24.32707
C -11.14213 -22.13113 24.87293
C -11.16893 -23.21584 25.85736
O -12.18825 -23.72648 26.33286
H -9.79112 -24.51326 26.78566
H -7.72990 -23.84208 25.71871
H -10.14586 -20.92912 23.53418
H -12.09127 -21.82316 24.45979
C -13.85849 -22.54798 21.27760
C -15.12020 -21.97384 21.20000
C -16.19471 -22.44465 22.04092
O -17.16224 -21.71219 22.19110
C -15.83664 -23.83344 22.66280
C -14.62485 -24.42841 22.59854
C -13.43524 -23.78284 21.99160
O -12.32489 -24.35244 21.99782
H -13.12537 -21.89212 20.83176
H -15.19652 -20.96455 20.82328
H -16.53389 -24.36819 23.29071
H -14.44113 -25.41837 22.98920
C -19.18515 -16.73727 16.77949
C -19.18323 -17.36728 15.57701
C -19.66975 -16.71617 14.37281
O -19.75295 -17.24572 13.27790
C -19.94989 -15.32748 14.55561
C -20.05532 -14.71097 15.74413
C -19.67436 -15.36600 16.99365
O -19.76191 -14.87948 18.13726
H -18.63952 -17.19916 17.58901
H -18.74427 -18.35391 15.59362
H -20.16096 -14.79467 13.64020
H -20.37545 -13.68377 15.83784
C -8.94879 -20.61689 17.66793
C -8.07137 -19.80571 16.88367
C -7.44738 -20.31721 15.65143
O -6.57908 -19.74370 14.98874
C -8.10440 -21.51038 15.17463
C -8.91744 -22.32643 15.98789
C -9.33852 -21.98111 17.34498
O -10.07146 -22.68488 18.05394
H -9.32690 -20.31642 18.63393
H -7.77550 -18.84515 17.27887
H -7.86105 -21.81144 14.16639
H -9.46327 -23.19298 15.64504
C -16.56444 -15.79599 12.99090
C -16.43248 -16.95803 13.75694
C -15.59228 -17.11197 14.93267
O -15.62942 -18.16624 15.58733
C -14.84433 -15.84022 15.21382
C -15.07286 -14.62876 14.53326
C -15.99622 -14.48734 13.37741
O -16.15466 -13.48496 12.68010
H -17.19143 -15.86413 12.11416
H -16.85470 -17.85091 13.32003
H -14.06220 -15.91152 15.95517
H -14.64235 -13.66262 14.75147
C -8.22832 -17.27993 26.66757
C -8.79700 -17.96700 25.67257
C -10.32654 -18.17783 25.74959
O -10.90814 -18.89149 24.93811
C -11.05197 -17.32983 26.66779
C -10.34371 -16.65925 27.61101
C -8.86693 -16.57556 27.80051
O -8.27796 -16.13071 28.75569
H -7.14947 -17.23696 26.69266
H -8.14682 -18.42372 24.94107
H -12.08314 -17.04048 26.52873
H -10.95276 -16.02120 28.23420
C -20.12545 -19.92827 20.11218
C -19.95043 -18.96587 21.28625
O -19.50374 -17.63343 20.79989
C -19.51691 -16.49647 21.62290
O -19.88328 -16.58236 22.84152
O -18.97759 -15.45977 21.00276
C -18.74319 -14.29861 21.78077
H -20.42404 -20.93549 20.40279
H -19.12528 -20.12246 19.72483
H -20.73737 -19.51131 19.31232
H -19.23363 -19.24096 22.05996
H -20.90392 -18.79467 21.78590
H -18.41165 -13.59305 21.01894
H -17.96955 -14.54733 22.50721
H -19.67751 -13.89796 22.17396
C -7.61391 -14.98902 16.99462
C -7.91255 -16.24897 17.83543
O -8.65531 -15.76064 19.01494
C -8.77647 -16.53656 20.04183
O -8.71359 -17.78671 20.00803
O -9.01890 -15.79907 21.10479
C -9.30601 -16.39756 22.33425
H -7.17336 -15.26331 16.03610
H -6.86280 -14.41392 17.53609
H -8.51382 -14.40700 16.79585
H -6.99682 -16.81971 17.98973
H -8.60960 -16.84016 17.24153
H -8.47496 -17.01667 22.67212
H -10.10602 -17.13133 22.23594
H -9.58260 -15.65560 23.08330
C -18.03157 -10.19575 16.79131
C -17.65592 -11.68851 16.73327
O -17.13013 -12.19007 17.94237
C -16.79199 -13.46177 18.00874
O -16.74899 -14.30590 17.08497
O -16.70539 -13.76778 19.33810
C -16.30402 -15.11446 19.62857
H -19.01974 -10.22832 17.25016
H -18.13306 -9.71487 15.81840
H -17.37070 -9.68962 17.49500
H -16.95041 -11.86146 15.92060
H -18.59403 -12.17002 16.45723
H -15.49448 -15.53541 19.03231
H -17.19550 -15.69915 19.40160
H -16.10804 -15.10125 20.70073
C -11.62437 -19.02423 21.08892
C -12.27462 -18.15629 20.09642
O -13.64446 -18.45106 20.14881
C -14.38567 -18.27383 19.10058
O -14.04618 -17.74312 18.08647
O -15.54162 -18.79031 19.38781
C -16.58962 -18.83869 18.51296
H -11.78027 -18.77011 22.13737
H -10.56110 -18.87477 20.90131
H -11.61991 -20.11381 21.05902
H -11.84103 -18.53115 19.16929
H -11.96143 -17.11240 20.11408
H -16.66570 -18.05452 17.75970
H -17.52844 -18.81561 19.06631
H -16.54779 -19.77450 17.95564
C -14.70225 -22.02004 17.96722
C -14.63559 -21.65658 16.47579
O -15.06733 -22.81814 15.69328
C -14.23707 -23.55206 14.97393
O -13.03636 -23.35843 14.78889
O -14.92118 -24.63057 14.63810
C -14.25295 -25.73590 14.02610
H -15.65124 -22.30193 18.42336
H -14.20429 -21.25101 18.55775
H -13.95983 -22.81489 18.03870
H -13.59953 -21.51074 16.17017
H -15.23828 -20.76999 16.27873
H -15.04967 -26.39301 13.67748
H -13.66179 -26.32674 14.72578
H -13.69794 -25.40107 13.14977
```

Summary:
highest occupied orbital energy	-10.213	eV
Kohn-Sham gap	0.2961	Eh
molar mass	1385.29	g/mol